(1)
DFT (wB97M-V/def2-TZVPD) results for C5H12O2 in the gas phase.

Values from the calculation:
SMILES: CC[C@@H](O)CCO
LUMO energy in eV: 0.6
Total energy in a.u.: -348.12774
Orbital gap in eV: 9.71

Geometry (Å):
C  -1.27977  0.40740  2.40479
C  -1.01146  0.82527  0.96037
C  -0.04159  -0.09250  0.20434
O  -0.48615  -1.38374  0.02926
C  0.28839  0.61718  -1.25374
C  1.13418  -0.33221  -2.08799
O  1.40632  -1.84048  -1.39216
H  -1.96774  1.10314  2.90129
H  -1.71995  -0.59261  2.43585
H  -0.35259  0.38873  2.98927
H  -0.59058  1.84259  0.94239
H  -1.95848  0.85149  0.40516
H  0.94756  -0.07153  0.71158
H  0.33990  -1.84193  -0.56174
H  0.80979  1.56464  -1.03514
H  -0.68676  0.83339  -1.71910
H  2.15878  -0.01109  -2.27237
H  0.64652  -0.71775  -2.97969
H  2.12170  -1.83120  -0.72691

(2)
DFT (wB97M-V/def2-TZVPD) results for 2 unconnected molecules or ions with the total composition C5H12O2.

Values from the calculation:
SMILES: C=C(O)[C@H](O)CC.[H][H]
LUMO energy in eV: 0.8
Total energy in a.u.: -348.12650
Orbital gap in eV: 9.88

Geometry (Å):
C  0.94725  1.79711  1.34899
C  0.24384  0.69101  1.10773
O  0.00944  -0.28979  2.02668
C  -0.44923  0.40477  -0.20754
O  -1.78988  0.87513  -0.14659
C  -0.40774  -1.06771  -0.62491
C  -1.09458  -1.29041  -1.97039
H  1.40509  2.00022  2.31475
H  1.06965  2.54142  0.57125
H  0.42392  -0.03626  2.86279
H  0.03504  1.01406  -0.97839
H  -2.21910  0.38802  0.57020
H  -0.90224  -1.66249  0.15337
H  0.63383  -1.41085  -0.66120
H  -2.10821  -0.88049  -1.95367
H  -0.54944  -0.79383  -2.78135
H  -1.15943  -2.35580  -2.21303
H  2.89198  -0.48399  0.14489
H  2.61580  0.14700  0.43184

(3)
DFT (wB97M-V/def2-TZVPD) results for a molecular structure, C5H12O2.

Values from the calculation:
LUMO energy (alpha / beta) in eV: 0.8 / 0.8
Total energy in a.u.: -347.98903
Orbital gap (alpha / beta) in eV: 7.20 / 7.20

Geometry (Å):
C  2.23990  -0.01074  1.18103
C  0.80140  0.50180  1.24030
C  0.09217  0.54973  -0.11124
O  0.17771  -0.93547  -0.66718
C  -1.30966  0.85748  -0.23354
C  -1.10430  -0.92299  -1.93787
O  -2.06451  0.44559  0.90661
H  2.27738  -1.06411  0.88462
H  2.82512  0.55530  0.44593
H  2.73864  0.09030  2.15123
H  0.19852  -0.08138  1.94638
H  0.79290  1.53001  1.62334
H  0.68466  1.09955  -0.84820
H  -0.26069  -1.44428  0.04063
H  -1.56177  1.86611  -0.57431
H  -0.96846  -2.00091  -2.05369
H  -2.14889  -0.65195  -1.87660
H  -0.57095  -0.35986  -2.69647
H  -2.83918  -0.02418  0.57903